Run i
This record from OMol25 describes a cluster of 8 separate species, C32H88N8O8 in total. The level of theory is ωB97M-V with the def2-TZVPD basis set.

Results
HOMO level   -8.7 eV
Structure (SMILES)   COC[C@H](C)N.COC[C@H](C)N.COC[C@H](C)N.COC[C@H](C)N.COC[C@H](C)N.COC[C@H](C)N.COC[C@H](C)N.COC[C@H](C)N
Molecular weight   713.1 g mol⁻¹

```
! RIJCOSX wB97M-V def2-TZVPD def2/J DEFGRID3
* xyz 0 1
C 5.4155 -1.0165 -4.9411
O 4.4276 -0.7120 -3.9559
C 4.8505 -1.0431 -2.6574
C 3.9540 -0.5519 -1.5489
C 4.3146 0.8268 -1.0280
N 3.9080 -1.5144 -0.4402
H 5.6933 -2.0697 -4.8206
H 6.2737 -0.3612 -4.7810
H 4.8769 -0.9063 -5.8783
H 5.0517 -2.1165 -2.5154
H 5.8896 -0.7062 -2.5003
H 2.8976 -0.4810 -1.8663
H 3.8058 1.1284 -0.1109
H 4.2704 1.6533 -1.7377
H 5.3684 0.7369 -0.7298
H 3.6037 -2.3894 -0.8690
H 3.0735 -1.3061 0.1250
C -3.7205 0.6417 0.1078
O -3.6655 1.9162 -0.5162
C -4.3864 2.9038 0.1794
C -5.9130 2.6723 0.2573
C -6.6226 2.2145 -1.0392
N -6.4997 3.9696 0.6081
H -4.5658 0.0664 -0.2706
H -3.7727 0.7041 1.1985
H -2.8033 0.1161 -0.1515
H -3.9820 2.9082 1.2061
H -4.1455 3.9150 -0.1479
H -6.1609 1.8829 0.9775
H -7.6878 2.0535 -0.8773
H -6.2628 1.2132 -1.3012
H -6.3742 2.8511 -1.8861
H -7.5098 3.8514 0.5631
H -6.3586 4.2043 1.5889
C 0.9439 -3.3461 -3.3284
O 1.5919 -3.6802 -2.1338
C 1.4623 -5.0074 -1.6651
C 2.6198 -5.3705 -0.7648
C 4.0225 -5.1384 -1.3809
N 2.5642 -6.7259 -0.2390
H 1.1483 -3.9280 -4.2373
H 1.2726 -2.3538 -3.6395
H -0.1373 -3.3734 -3.1673
H 0.5380 -5.0682 -1.0710
H 1.3592 -5.6616 -2.5385
H 2.6371 -4.6058 0.0291
H 4.4064 -4.1260 -1.2837
H 4.0646 -5.3843 -2.4455
H 4.7311 -5.8029 -0.8842
H 3.2877 -6.7825 0.4799
H 1.7841 -6.8887 0.4026
C -0.2874 1.0630 -2.8588
O -0.0095 0.0635 -1.8943
C 0.2112 0.5282 -0.5608
C -0.0056 -0.5874 0.4478
C -0.2472 -0.0909 1.8889
N 1.1198 -1.5580 0.3363
H -1.1690 1.6776 -2.6663
H -0.5298 0.4745 -3.7497
H 0.5441 1.6668 -3.2325
H 1.2279 0.9424 -0.5287
H -0.4648 1.3760 -0.3917
H -0.8844 -1.1782 0.1599
H -1.2699 0.2696 1.9873
H 0.3424 0.8328 1.9584
H 0.1599 -0.8040 2.5957
H 0.6347 -2.4311 0.5283
H 1.3124 -1.5039 -0.6623
C 0.1891 4.5792 6.4319
O 1.2655 3.7669 6.0157
C 1.5944 2.6743 6.8692
C 0.7113 1.4636 6.6346
C 0.5421 1.1992 5.1253
N -0.6617 1.5847 7.2216
H -0.0743 5.1738 5.5564
H 0.4269 5.1322 7.3414
H -0.7159 3.9750 6.5735
H 2.6132 2.3744 6.6330
H 1.5229 3.0031 7.9080
H 1.1320 0.6057 7.1631
H 1.5087 1.1217 4.6233
H -0.0825 1.9229 4.6026
H 0.0061 0.2583 4.9762
H -0.9537 0.6470 7.5034
H -1.3300 1.6512 6.4528
C -5.8095 -0.1452 -4.3453
O -4.7897 -1.1210 -4.2895
C -4.1348 -1.1056 -3.0265
C -3.2868 -2.3726 -2.7630
C -4.2208 -3.5666 -2.5802
N -2.3650 -2.1400 -1.6639
H -5.8851 0.3492 -5.3145
H -5.6361 0.6458 -3.6117
H -6.7769 -0.6223 -4.1677
H -3.6194 -0.1394 -2.9835
H -4.8710 -1.0536 -2.2139
H -2.7231 -2.4995 -3.6988
H -4.6764 -3.8191 -3.5391
H -5.0222 -3.3426 -1.8777
H -3.6460 -4.4548 -2.3111
H -1.7986 -1.3367 -1.9343
H -1.6463 -2.8597 -1.6551
C -1.4556 -4.6448 2.1730
O -0.2720 -4.0804 1.7617
C 0.8934 -4.1281 2.5692
C 0.7091 -4.0627 4.0881
C 0.0377 -2.7831 4.5748
N 2.0259 -4.1779 4.7561
H -2.0249 -4.1340 2.9655
H -1.3931 -5.6973 2.4875
H -2.1824 -4.6293 1.3542
H 1.3375 -5.0904 2.2682
H 1.6531 -3.4376 2.1968
H 0.1603 -4.9260 4.4693
H -0.3386 -2.9915 5.5823
H -0.9235 -2.5720 4.0933
H 0.6854 -1.9121 4.5270
H 2.1503 -3.3906 5.3844
H 2.7800 -4.0229 4.0886
C 1.4163 4.6696 -0.8896
O 1.2260 4.9155 -2.2901
C 2.2858 5.7163 -2.7531
C 2.1080 7.2411 -2.6082
C 0.9859 7.8052 -3.5072
N 3.3753 7.8674 -3.0375
H 0.6682 3.9727 -0.5250
H 1.5097 5.6775 -0.4797
H 2.3854 4.1845 -0.7106
H 3.2358 5.4790 -2.2588
H 2.4302 5.5432 -3.8208
H 1.8360 7.4646 -1.5705
H 1.0296 7.4598 -4.5416
H 1.0535 8.8849 -3.4097
H 0.0459 7.3393 -3.1971
H 4.0969 7.3667 -2.5117
H 3.4581 8.7907 -2.6167
*
```

These are the Mulliken partial charges, in e, on atoms 1 to 2: C -0.79; O -0.30

Run ii
This record from OMol25 describes a cluster of 8 separate species, C32H88N8O8 in total. The level of theory is ωB97M-V with the def2-TZVPD basis set.

Results
HOMO level   -8.9 eV
Structure (SMILES)   COC[C@H](C)N.COC[C@H](C)N.COC[C@H](C)N.COC[C@H](C)N.COC[C@H](C)N.COC[C@H](C)N.COC[C@H](C)N.COC[C@H](C)N
Molecular weight   713.1 g mol⁻¹

```
! RIJCOSX wB97M-V def2-TZVPD def2/J DEFGRID3
* xyz 0 1
C 3.9275 0.3583 -0.8082
O 3.4810 -0.7974 -0.1567
C 4.5091 -1.6512 0.1562
C 3.9161 -2.8162 0.8494
C 4.9654 -3.7172 1.3867
N 3.1214 -3.5874 -0.1904
H 4.7122 0.8785 -0.2184
H 3.1607 1.1382 -0.7616
H 4.2730 0.1293 -1.8168
H 5.0199 -2.0370 -0.7366
H 5.2366 -1.1858 0.8356
H 3.1493 -2.4892 1.5663
H 5.6475 -4.0125 0.5861
H 4.5730 -4.6378 1.8193
H 5.5515 -3.2238 2.1722
H 2.5303 -4.2758 0.2741
H 2.4671 -2.9349 -0.6356
C 1.9516 -0.9187 7.8930
O 1.5416 -1.2310 6.6038
C 1.1210 -2.5126 6.4916
C 0.4583 -2.6694 5.1621
C -0.7176 -1.7091 4.9989
N 0.0741 -4.1139 4.9641
H 1.0923 -0.8865 8.5774
H 2.3854 0.0725 7.8174
H 2.6723 -1.6445 8.2854
H 1.9690 -3.2025 6.6109
H 0.4301 -2.8278 7.3020
H 1.2060 -2.4452 4.3918
H -1.5727 -1.9942 5.6345
H -1.0879 -1.5705 3.9899
H -0.4228 -0.7482 5.4513
H -0.0593 -4.2476 3.9560
H -0.8725 -4.2554 5.3259
C -1.9564 -6.2418 -0.6132
O -1.2326 -6.1902 0.5458
C -2.0463 -6.0109 1.6739
C -2.8453 -7.2694 2.0439
C -3.6541 -7.0570 3.3284
N -1.9140 -8.4260 2.2258
H -1.3885 -6.8389 -1.3072
H -2.0590 -5.2179 -1.0039
H -2.9714 -6.5990 -0.4417
H -1.5213 -5.7163 2.5823
H -2.7754 -5.2277 1.3693
H -3.5040 -7.5813 1.2224
H -4.2823 -6.1654 3.2514
H -2.9994 -6.9735 4.1975
H -4.3269 -7.9067 3.4496
H -1.1861 -8.4063 1.5204
H -1.5154 -8.4879 3.1509
C -4.0018 3.4862 1.2374
O -4.2840 2.2634 1.8249
C -4.4105 1.2283 0.9038
C -4.7643 -0.0174 1.6783
C -3.8057 -0.1463 2.8485
N -4.6725 -1.2797 0.9297
H -2.9529 3.5678 0.9168
H -4.0938 4.2465 2.0155
H -4.6848 3.7081 0.4105
H -5.1785 1.4769 0.1475
H -3.4572 1.0668 0.3593
H -5.7748 0.1160 2.0730
H -2.7562 -0.0270 2.5482
H -3.9179 -1.1415 3.2818
H -3.9834 0.6071 3.6149
H -5.1815 -1.0793 0.0504
H -3.6821 -1.3031 0.6533
C 2.3808 4.3467 -1.3550
O 1.5378 4.0836 -0.2543
C 1.5930 5.0852 0.6782
C 2.5520 4.8275 1.8407
C 3.9170 4.1908 1.4818
N 1.7921 3.9096 2.8560
H 3.4255 4.4285 -1.0357
H 2.0676 5.2097 -1.9486
H 2.3703 3.4743 -2.0220
H 1.8333 6.0561 0.2247
H 0.6110 5.2662 1.1351
H 2.7289 5.7411 2.4307
H 4.4813 3.9428 2.3776
H 4.5939 4.8751 0.9231
H 3.8213 3.2955 0.8677
H 1.2117 3.2426 2.3363
H 2.3994 3.3767 3.4430
C -1.6156 -2.6716 0.7730
O -1.3805 -1.3955 0.1761
C -0.2773 -0.7478 0.7024
C -0.3741 0.6698 0.2499
C -0.3522 0.6865 -1.2761
N 0.7505 1.4477 0.7735
H -1.9017 -2.4965 1.8316
H -0.7247 -3.3216 0.7449
H -2.4446 -3.2100 0.3209
H -0.2126 -0.7891 1.7974
H 0.5985 -1.2213 0.2341
H -1.3206 1.1366 0.5318
H 0.5539 0.1951 -1.6564
H -0.3089 1.7175 -1.6331
H -1.2090 0.1316 -1.6710
H 1.5897 1.0078 0.3945
H 0.7435 2.3840 0.3550
C 1.5958 0.4971 -4.3159
O 1.8079 0.6224 -5.6490
C 0.6118 0.3822 -6.3933
C 0.8951 0.7819 -7.8419
C -0.4182 0.6659 -8.5972
N 1.8746 -0.1332 -8.4760
H 1.4138 -0.5667 -4.0543
H 0.7312 1.0342 -3.9137
H 2.5230 0.7558 -3.8103
H 0.3419 -0.6743 -6.2402
H -0.1954 1.0466 -6.0266
H 1.2348 1.8120 -7.7641
H -1.1507 1.3980 -8.2525
H -0.8172 -0.3405 -8.5292
H -0.1957 0.9332 -9.6336
H 2.7057 -0.1828 -7.8739
H 1.5314 -1.0895 -8.4959
C -1.5974 5.1623 -1.0642
O -1.7968 5.3942 -2.4155
C -0.5914 5.5447 -3.1018
C -0.8445 6.1709 -4.4507
C -1.7881 5.3137 -5.3049
N 0.5379 6.1934 -5.1513
H -2.5421 5.1807 -0.5199
H -1.0333 5.9863 -0.5854
H -1.0862 4.2151 -0.8362
H 0.1797 6.0998 -2.5480
H -0.1802 4.5347 -3.2830
H -1.2003 7.2108 -4.3923
H -1.4440 4.2776 -5.2709
H -1.8258 5.6975 -6.3211
H -2.7972 5.2728 -4.8873
H 0.3885 6.2040 -6.1532
H 1.0698 7.0339 -4.9419
*
```

These are the Mulliken partial charges, in e, on atoms 1 to 2: C -0.39; O -0.18

Run iii
This record from OMol25 describes a cluster of 8 separate species, C32H88N8O8 in total. The level of theory is ωB97M-V with the def2-TZVPD basis set.

Results
HOMO level   -8.7 eV
Structure (SMILES)   COC[C@H](C)N.COC[C@H](C)N.COC[C@H](C)N.COC[C@H](C)N.COC[C@H](C)N.COC[C@H](C)N.COC[C@H](C)N.COC[C@H](C)N
Molecular weight   713.1 g mol⁻¹

```
! RIJCOSX wB97M-V def2-TZVPD def2/J DEFGRID3
* xyz 0 1
C -4.3355 -3.2921 -0.5382
O -3.4265 -3.9935 -1.3633
C -4.0402 -5.0259 -2.1628
C -2.9115 -5.5533 -3.0388
C -3.5065 -6.4100 -4.1648
N -1.9741 -6.3711 -2.2489
H -3.7758 -2.6817 0.1665
H -4.8543 -3.9699 0.1591
H -5.1591 -2.8216 -1.0791
H -4.3707 -5.7839 -1.4451
H -4.8495 -4.5315 -2.7031
H -2.4074 -4.6625 -3.4286
H -4.4371 -6.0169 -4.5758
H -3.8011 -7.3672 -3.7246
H -2.7509 -6.6571 -4.9089
H -1.9893 -5.9167 -1.3349
H -1.0271 -6.2160 -2.5797
C -2.9578 7.5948 -4.5655
O -3.9767 7.5445 -3.5598
C -3.7173 6.5538 -2.5942
C -2.5707 6.9707 -1.6647
C -2.1522 5.8870 -0.7134
N -2.8344 8.2564 -0.9494
H -2.2226 8.3510 -4.2797
H -3.4691 8.0233 -5.4269
H -2.4484 6.6657 -4.8123
H -4.5669 6.3855 -1.9205
H -3.5616 5.5699 -3.0540
H -1.6809 7.2509 -2.2425
H -2.9905 5.4375 -0.1647
H -1.4078 6.2490 -0.0051
H -1.7746 5.0116 -1.2515
H -3.5772 8.6521 -1.5332
H -3.3084 8.0121 -0.0785
C 6.3923 -4.8303 3.2423
O 5.4390 -3.9133 2.7519
C 4.1854 -4.5447 2.4841
C 3.1354 -3.4596 2.4547
C 2.9507 -2.7624 3.8063
N 1.8139 -4.0718 2.1353
H 7.4270 -4.5458 3.0530
H 6.2376 -5.8242 2.8112
H 6.2761 -4.9043 4.3322
H 4.1663 -5.1264 1.5567
H 4.0175 -5.2556 3.3036
H 3.3596 -2.7394 1.6654
H 3.8776 -2.2907 4.1358
H 2.6661 -3.4200 4.6387
H 2.0567 -2.1307 3.7846
H 1.3423 -3.1784 2.2964
H 1.5476 -4.5599 2.9918
C 4.8567 -0.5839 -2.7364
O 4.5044 -1.6708 -3.5775
C 3.1068 -1.8375 -3.5677
C 2.5305 -2.3619 -2.2351
C 3.4242 -3.3127 -1.5021
N 1.2487 -3.0086 -2.5066
H 4.2706 -0.5009 -1.8182
H 4.7376 0.3702 -3.2555
H 5.8979 -0.7531 -2.4634
H 2.5501 -0.9544 -3.9047
H 2.8924 -2.5757 -4.3467
H 2.4033 -1.4817 -1.5834
H 4.4367 -2.9240 -1.3394
H 3.6804 -4.1963 -2.1004
H 3.1313 -3.7261 -0.5352
H 0.8107 -3.3102 -1.6429
H 0.6783 -2.2566 -2.8870
C -1.2381 3.3469 2.2515
O -0.8129 2.1355 1.6255
C -1.0971 0.9845 2.3898
C -0.9295 -0.3076 1.5993
C 0.5410 -0.5515 1.1664
N -1.8814 -0.3892 0.4843
H -2.2935 3.2928 2.5416
H -1.2384 4.0780 1.4471
H -0.6046 3.4971 3.1239
H -0.4177 0.8523 3.2428
H -2.1553 1.1119 2.6441
H -1.1062 -1.1361 2.2934
H 0.8505 -0.0223 0.2648
H 0.6279 -1.6337 1.0620
H 1.2155 -0.2248 1.9631
H -1.5618 0.4057 -0.0713
H -1.5356 -1.2344 0.0282
C 0.0512 3.4013 7.3897
O -0.9010 2.3541 7.2978
C -0.3078 1.2079 6.7344
C -1.3733 0.0819 6.7021
C -2.5779 0.3946 5.8203
N -1.9019 -0.1779 8.0617
H 0.5893 3.5420 6.4454
H 0.7373 3.2272 8.2189
H -0.4828 4.3479 7.4844
H -0.0764 1.3474 5.6707
H 0.5488 0.8439 7.3058
H -0.8752 -0.8627 6.4689
H -3.0124 1.3417 6.1360
H -3.3161 -0.4010 5.8664
H -2.2211 0.4719 4.7903
H -1.3076 -0.7883 8.6107
H -1.9227 0.6969 8.5793
C 4.2151 3.1504 -2.8095
O 3.5134 2.3416 -1.8863
C 3.8058 2.6544 -0.5208
C 2.4991 2.5391 0.2354
C 1.4548 3.5782 -0.3073
N 2.6850 2.8249 1.6733
H 3.9878 2.6805 -3.7705
H 5.2944 3.1415 -2.6425
H 3.7995 4.1612 -2.8800
H 4.4311 1.8392 -0.1435
H 4.2248 3.6604 -0.4580
H 2.1226 1.5269 0.0909
H 0.6574 3.7583 0.4058
H 1.0783 3.2033 -1.2619
H 2.0020 4.4953 -0.5380
H 2.9462 3.7935 1.7966
H 1.8312 2.6326 2.1756
C -4.3149 -1.6542 -4.1101
O -3.2083 -0.8747 -4.4222
C -2.2975 -0.7420 -3.3707
C -0.9333 -0.3006 -3.9208
C -0.4243 -1.2156 -5.0306
N 0.0239 -0.2461 -2.7941
H -5.0688 -1.7066 -4.8932
H -4.8462 -1.3902 -3.1843
H -4.0045 -2.6906 -3.9035
H -2.6262 -0.0631 -2.5700
H -2.1902 -1.7124 -2.8598
H -1.1142 0.6858 -4.3649
H 0.1451 -2.0694 -4.6714
H 0.2111 -0.6899 -5.7480
H -1.2119 -1.6490 -5.6513
H 0.6892 0.5154 -2.8955
H -0.6087 0.0848 -2.0628
*
```

These are the Mulliken partial charges, in e, on atoms 1 to 2: C -0.78; O -0.10

Stability summary - winner: run ii; margin: 24.5 kcal/mol.